C9H22NO5PSTa | ωB97M-V/def2-TZVPD

CARTESIAN COORDINATES (ANGSTROEM)
H -1.706 -2.538 1.466
C 3.733 -0.138 -0.131
H 1.867 0.260 0.742
O 0.322 0.904 3.387
H -0.231 3.494 0.511
P -3.388 -0.145 -1.110
Ta -0.763 -0.406 -1.155
H 0.684 3.780 3.493
N -0.957 -2.482 -1.572
C 1.552 -0.543 -1.305
H -3.853 -0.138 0.238
C -0.680 1.893 -0.869
S -4.373 -1.504 -2.165
H 3.364 1.716 0.170
H -1.714 -2.695 -2.218
H -2.259 -4.143 1.108
H -2.983 -2.799 0.234
H -1.715 2.268 -0.864
H 2.015 2.637 3.548
O 4.607 -0.906 -0.168
H 2.215 -1.443 0.612
C 1.200 3.004 2.928
H -1.173 -4.409 -0.835
H 1.898 0.329 -1.883
H 0.079 0.250 -3.500
O -0.563 1.794 1.615
H 1.864 -1.448 -1.828
H 0.042 -3.491 -0.001
H -0.196 2.387 -1.717
O -0.801 -0.037 -3.222
H 1.052 2.318 0.346
C -0.038 2.412 0.419
H 1.664 3.431 2.041
O 4.056 1.188 -0.251
C -0.962 -3.410 -0.425
C -2.043 -3.169 0.645
C 2.273 -0.505 0.067
H -0.652 -0.651 0.656
H -3.736 1.125 -1.657
C 0.295 1.808 2.649

For the HOMO-LUMO gap, the calculation gives 6.984 eV. As for the net charge: -1. The spin multiplicity is 1. The calculation puts the HOMO energy at -4.466 eV.

So, what does the Mulliken scheme give us? The charges, in e, come out as: 0.26, 0.20, -0.44, -0.54, 0.44, -0.08, 1.03, 0.30, -0.56, -1.30, 0.06, -1.24, -0.52, 0.35, 0.31, 0.39, 0.14, 0.48, 0.33, -0.53, 0.37, -1.02, 0.45, 0.53, 0.29, -0.28, 0.38, 0.17, 0.35, -0.86, -0.14, 0.08, 0.33, -0.52, -0.41, -0.91, 0.56, -0.21, 0.05, 0.73

---

C9H23B2InN2O4 | ωB97M-V/def2-TZVPD

CARTESIAN COORDINATES (ANGSTROEM)
O -1.192 -3.523 -0.202
O 1.489 -0.946 -1.977
C -1.976 -2.236 -2.071
H 1.843 -0.723 -3.998
B -0.016 -4.091 0.316
H 0.209 6.548 2.734
C -1.026 1.757 0.110
H -1.212 0.923 -0.547
H -1.680 -1.974 -3.077
N -0.696 3.677 1.123
C -0.575 5.124 1.344
C -1.311 -3.537 -1.606
H -0.274 2.850 3.060
H -0.492 5.134 3.510
C -0.579 0.235 2.074
H -0.770 -0.534 1.331
H -0.002 5.528 0.511
B 2.296 -1.545 -0.979
C -1.023 3.096 -0.082
H 2.622 -2.129 -3.263
C -0.524 2.715 2.024
H 2.580 0.134 -0.102
H 0.893 -2.132 -3.575
H 0.435 0.125 2.449
O 3.129 -0.645 -0.305
H -0.814 -4.330 2.058
O -0.228 -4.842 1.474
C 0.098 5.469 2.657
H -1.931 -4.365 -1.942
C 1.733 -1.514 -3.267
H 3.314 -4.325 0.743
H -0.350 -3.616 -2.104
H -1.212 3.709 -0.945
In 2.115 -3.793 -0.468
H -1.635 -1.466 -1.388
H -1.576 5.553 1.301
H 1.088 5.017 2.724
H 2.302 -4.711 -2.003
N -0.709 1.544 1.430
H -1.289 0.144 2.892
H -3.052 -2.305 -1.966

For the HOMO-LUMO gap, the calculation gives 5.136 eV. As for the energy above the lowest of the compared OMol25 structures with the same formula, charge and spin: 33.6 kJ/mol. The spin multiplicity is 1. The calculation puts the HOMO energy at -6.082 eV.

So, what does the Mulliken scheme give us? The charges, in e, come out as: -0.52, -0.27, -0.53, 0.32, 0.36, 0.36, 0.02, 0.22, 0.36, 0.16, -0.21, -0.08, 0.42, 0.38, -0.72, 0.15, 0.37, 0.19, -0.71, 0.31, -0.17, 0.20, 0.16, 0.38, -0.55, 0.23, -0.49, -1.40, 0.27, -0.77, -0.37, 0.04, 0.45, 0.57, -0.38, 0.31, 0.40, -0.36, 0.17, 0.34, 0.40

---

C9H23B4Br8NO4 | ωB97M-V/def2-TZVPD

CARTESIAN COORDINATES (ANGSTROEM)
H 7.529 -0.027 -1.186
H -1.587 3.128 -0.111
H -4.540 5.519 5.159
Br 5.546 0.158 -2.640
H -2.177 2.459 2.337
C -2.537 2.697 0.202
H -1.802 0.952 -4.791
Br -4.656 2.620 2.131
O -2.807 0.374 -2.863
Br -1.295 3.631 5.918
H 6.457 1.259 -0.598
C 0.414 -4.430 0.180
H -3.326 3.041 -0.464
Br 4.266 -0.106 0.824
N -3.048 -2.070 -2.198
O -1.182 -0.645 -1.351
H 3.154 -2.109 -2.558
Br -2.331 0.774 -0.108
H 1.163 -6.384 0.645
H 1.118 -2.957 -4.255
H -2.934 5.043 7.154
B -0.210 -0.457 -2.376
B -2.412 -0.772 -2.149
B -1.687 0.726 -3.628
C -3.488 5.258 5.062
H 5.731 -1.726 -0.375
H 1.322 -5.959 -1.071
C 6.499 0.229 -0.941
Br -0.032 -3.381 -1.418
H -3.086 -2.322 -3.191
C 0.696 -5.860 -0.187
H 6.611 -0.863 0.902
Br -0.949 -6.839 -0.546
Br -2.551 6.962 4.952
H -2.689 4.084 1.839
C 5.936 -0.750 0.055
H -0.408 -4.323 0.884
B 1.003 -1.584 -2.784
C -2.809 3.016 1.651
H 2.854 -0.433 -3.219
H 1.303 -3.955 0.594
H 2.557 -0.771 -1.472
C 2.529 -1.199 -2.490
C -3.030 4.453 6.247
H -3.332 4.749 4.115
H -3.708 3.620 6.429
H -2.355 -2.725 -1.826
O -0.379 0.775 -3.085
O 0.660 -2.879 -3.399

For the HOMO-LUMO gap, the calculation gives 8.809 eV. The spin multiplicity is 1. The calculation puts the HOMO energy at -8.567 eV.

So, what does the Mulliken scheme give us? The charges, in e, come out as: 0.33, 0.39, 0.34, -0.10, 0.41, -0.85, -0.15, -0.16, -0.56, -0.15, 0.37, -0.75, 0.44, -0.14, -0.61, -0.71, 0.34, 0.02, 0.39, 0.29, 0.41, 0.64, 0.83, 0.56, 0.04, 0.36, 0.34, -0.57, -0.02, 0.29, -0.59, 0.36, -0.16, -0.12, 0.36, -0.59, 0.37, 0.10, -0.60, 0.27, 0.39, 0.15, -0.71, -0.60, -0.25, 0.35, 0.16, -0.35, -0.55